{
  "formula": "C21H47N5O2P2Pt",
  "method": "ωB97M-V/def2-TZVPD",
  "homo_lumo_gap_ev": [6.70, 4.40],
  "multiplicity": 5,
  "e_tot_ev": -55839.813,
  "s_squared": 6.214,
  "charge": 4,
  "e_lumo_ev": [-14.740, -17.196],
  "e_homo_ev": [-21.440, -21.599],
  "species": ["Pt", "C", "O", "C", "O", "P", "C", "H", "C", "H", "C", "H", "C", "P", "H", "H", "C", "H", "C", "H", "H", "H", "C", "H", "H", "H", "C", "H", "H", "H", "C", "H", "H", "H", "C", "H", "H", "H", "C", "H", "H", "H", "C", "H", "H", "H", "C", "H", "C", "H", "H", "C", "H", "H", "H", "C", "H", "H", "H", "C", "H", "H", "H", "C", "H", "H", "H", "H", "H", "N", "N", "N", "C", "N", "N", "H", "H", "H"],
  "coordinates": [[-0.25597, 0.04949, -0.07136], [-2.19440, 0.08994, 0.53702], [-3.28561, 0.07731, 0.95312], [1.77138, 0.03271, -0.28981], [2.91686, 0.05310, -0.50732], [-0.32998, 2.53827, -0.31460], [0.37746, 3.52650, 1.10843], [0.33212, 4.58185, 0.81707], [0.47994, 3.30122, -1.83988], [1.39252, 2.69879, -1.94336], [-2.08692, 3.19543, -0.41714], [-2.52454, 2.83023, 0.52029], [-2.06096, -3.11944, -0.34359], [-0.33825, -2.45068, -0.00615], [0.31072, -4.29653, 1.43185], [-2.64720, -2.66512, 0.46495], [0.71826, -3.40236, -1.24825], [0.17458, -4.35284, -1.33451], [-0.32788, 3.18159, -3.14308], [-0.92859, 4.08048, -3.31546], [-0.99556, 2.31835, -3.16001], [0.36543, 3.08604, -3.98731], [0.91181, 4.75942, -1.64123], [0.99248, 5.24949, -2.61928], [1.87738, 4.83194, -1.13930], [0.18030, 5.31543, -1.04747], [-2.25231, 4.72095, -0.46710], [-1.67476, 5.23859, 0.30459], [-3.30860, 4.97473, -0.31797], [-1.95832, 5.11805, -1.44348], [-2.86276, 2.54610, -1.57153], [-3.91782, 2.44537, -1.29245], [-2.47470, 1.55498, -1.81211], [-2.81686, 3.15970, -2.47807], [-0.44793, 3.33995, 2.38748], [-1.22337, 4.10337, 2.49454], [0.20796, 3.39800, 3.26401], [-0.93828, 2.35977, 2.40088], [1.84454, 3.14652, 1.34760], [1.92184, 2.12158, 1.72424], [2.28897, 3.81881, 2.09115], [2.44241, 3.20547, 0.43369], [-2.23646, -4.64301, -0.27240], [-1.54962, -5.11934, 0.43346], [-2.09556, -5.10272, -1.25530], [-3.25857, -4.87410, 0.05092], [-2.61911, -2.58914, -1.67142], [-2.03453, -2.95263, -2.52369], [1.31422, -2.58068, 2.25509], [-2.62165, -1.49839, -1.70185], [-3.64908, -2.94051, -1.80202], [-1.11074, -3.19085, 2.60391], [1.02025, -1.77418, 2.93456], [1.88886, -3.31821, 2.82798], [1.97417, -2.14697, 1.49845], [0.07785, -3.24545, 1.63626], [-0.74835, -3.21597, 3.63842], [-1.79593, -4.03162, 2.46541], [-1.68402, -2.26592, 2.47267], [2.15492, -3.70777, -0.79241], [2.73434, -2.78561, -0.67969], [2.65306, -4.31397, -1.55853], [2.20210, -4.25604, 0.15000], [0.75169, -2.76387, -2.64243], [-0.23329, -2.41216, -2.95146], [1.09919, -3.50556, -3.37195], [1.43949, -1.91360, -2.67588], [0.12890, -0.26101, 1.76869], [0.13057, 0.58323, 1.71715], [4.28926, -0.93138, 2.70385], [3.37838, -0.79161, 1.66944], [3.40319, -1.62900, 0.55623], [1.64259, -1.78452, -0.04344], [1.07513, -0.67747, 0.88144], [2.14241, -0.20756, 1.88483], [4.02919, -0.58724, 3.64167], [4.98383, -1.69234, 2.65822], [1.46796, -1.63537, -1.03524]],
  "forces_ev_per_angstrom": [[-8.64, 6.56, -6.67], [-6.04, -0.39, 2.01], [5.71, 0.18, -2.22], [-1.33, 2.01, -2.71], [-0.21, 3.59, -1.51], [-0.77, 4.32, -0.73], [0.55, -1.18, 0.81], [-0.12, -0.34, -0.43], [0.82, -1.27, -0.78], [0.01, 0.09, -0.19], [-0.47, -1.19, 0.25], [-0.04, 0.16, 0.10], [-1.00, 0.44, -0.60], [-1.82, -3.77, -0.32], [-0.05, 0.16, -0.43], [0.18, 0.01, 0.12], [0.09, -1.77, -1.55], [-0.17, 0.03, 0.26], [-0.14, -0.42, -0.11], [0.07, -0.20, 0.10], [0.24, 0.07, -0.23], [-0.10, 0.10, 0.23], [-0.01, 0.39, 0.95], [-0.01, -0.29, 0.13], [-0.06, 0.06, -0.05], [0.21, 0.10, -0.37], [0.65, 0.28, 0.07], [-0.22, 0.00, -0.08], [0.14, -0.26, 0.02], [-0.08, -0.09, 0.17], [-0.45, 0.13, 0.06], [0.18, 0.01, -0.08], [-0.14, -0.26, -0.19], [-0.06, -0.28, 0.29], [-0.02, 0.09, 0.05], [0.04, -0.20, -0.01], [-0.20, 0.02, -0.16], [-0.09, -0.05, 0.25], [0.01, 0.11, -0.36], [-0.01, 0.09, 0.19], [-0.08, -0.18, -0.14], [0.05, 0.10, 0.07], [0.68, -0.14, 0.10], [-0.19, -0.09, -0.05], [0.03, 0.08, 0.12], [0.16, 0.15, -0.04], [0.26, -0.07, -0.01], [-0.32, -0.01, 0.15], [-0.19, -1.77, 1.25], [-0.11, 0.15, -0.14], [0.18, 0.09, 0.06], [-0.14, -0.07, 0.14], [0.04, -0.28, 0.24], [-0.21, 0.08, 0.07], [-0.59, -2.55, 1.94], [0.06, 0.77, 0.59], [-0.13, -0.07, -0.21], [0.08, 0.20, 0.04], [-0.02, 0.01, 0.22], [-0.75, -1.38, -0.01], [0.80, -1.33, -0.96], [0.05, 0.17, -0.01], [0.05, -0.03, -0.07], [-0.48, 0.17, 0.27], [0.19, -0.03, -0.13], [0.05, 0.15, 0.14], [0.19, 0.02, -0.38], [-1.33, 1.34, 2.41], [-1.36, 1.44, 1.97], [-1.58, 0.53, -1.42], [-2.26, -2.47, 0.64], [-0.08, 0.55, 1.92], [2.87, 0.37, 4.90], [14.86, -4.85, 2.45], [2.52, 0.21, 1.72], [-0.15, 0.17, -0.75], [-0.30, 0.41, -0.66], [0.50, 1.09, -2.72]],
  "mulliken_charge": [2.4664, 0.2405, -0.2040, 0.8840, -0.2767, -0.4316, 0.3997, 0.7867, 0.9689, 0.4506, 0.6765, 0.5481, 0.9516, 0.9656, 0.9859, 0.6564, -0.4430, 0.6849, -1.6802, 0.3761, 0.3641, 0.4740, -1.5426, 0.4330, 0.3650, 0.3613, -1.5244, 0.4184, 0.4427, 0.3496, -1.8004, 0.4161, 0.3912, 0.4093, -1.1778, 0.2723, 0.4323, 0.2801, -1.7345, 0.4519, 0.5508, 0.3755, -1.5579, 0.4192, 0.4805, 0.4182, -1.4286, 0.3197, -1.5570, 0.3197, 0.4814, -1.4087, 0.4316, 0.3726, 0.8912, -0.3420, 0.4189, 0.3974, 0.3590, -0.8687, 0.5678, 0.5755, 0.3403, -0.9867, 0.2654, 0.5222, 0.3962, -0.8749, 1.3765, -0.6352, 1.0340, -0.5700, -1.8173, -1.9395, -0.2578, 0.3258, 0.3270, -0.8101]
}